(1)
The following is a quantum chemistry calculation of 2 unconnected molecules or ions with the total composition C16H17NO at a distorted geometry, from the OMol25 dataset.

HOMO level: -7.187 eV
LUMO energy: 0.0260 hartree
SMILES: Cc1c[nH]c2ccccc12.Cc1ccc(O)cc1
Energy relative to the best compared isomer or geometry (same formula, charge and spin): 73.7 kcal per mole
Orbital gap: 0.2901 Eh
Total charge: 0
E_tot: -20402.630 eV

Structure (XYZ):
```
35
Properties=species:S:1:pos:R:3:nbo_charge:R:1
C 1.37 0.76 2.88 -0.62
C 0.42 -0.29 2.25 -0.08
C 0.74 -1.73 2.26 -0.01
N -0.33 -2.46 1.91 -0.52
C -1.41 -1.49 1.70 0.15
C -2.72 -1.76 1.54 -0.26
C -3.55 -0.69 1.15 -0.22
C -3.10 0.69 1.22 -0.21
C -1.77 0.98 1.48 -0.23
C -0.89 -0.08 1.85 -0.08
H 0.81 1.75 3.06 0.21
H 2.21 0.85 2.18 0.22
H 1.72 0.45 3.77 0.21
H 1.66 -2.04 2.25 0.19
H -0.32 -3.46 1.98 0.42
H -3.20 -2.66 1.27 0.22
H -4.41 -0.87 0.52 0.21
H -3.81 1.42 1.06 0.21
H -1.40 2.02 1.57 0.21
C 2.27 2.92 -0.69 -0.63
C 1.83 1.73 -1.42 -0.02
C 2.64 0.96 -2.25 -0.21
C 2.16 -0.18 -2.94 -0.26
C 0.79 -0.37 -3.02 0.28
O 0.17 -1.21 -3.96 -0.69
C -0.08 0.42 -2.22 -0.24
C 0.41 1.39 -1.38 -0.20
H 2.61 3.65 -1.44 0.22
H 3.21 2.80 0.01 0.21
H 1.42 3.23 -0.16 0.21
H 3.70 1.05 -2.21 0.20
H 2.81 -0.86 -3.37 0.21
H 0.58 -2.09 -3.91 0.48
H -1.12 0.06 -2.15 0.23
H -0.17 1.92 -0.65 0.21
```



(2)
The following is a quantum chemistry calculation of 2 unconnected molecules or ions with the total composition C2H8OS2 at a distorted geometry, from the OMol25 dataset.

HOMO level: -9.749 eV
LUMO energy: -0.0062 hartree
SMILES: CCO.SS
Energy relative to the best compared isomer or geometry (same formula, charge and spin): 33.6 kcal per mole
Orbital gap: 0.3520 Eh
Total charge: 0
E_tot: -25920.479 eV

Structure (XYZ):
```
13
Properties=species:S:1:pos:R:3:nbo_charge:R:1
C 2.63 1.07 -1.03 -0.64
C 1.35 1.78 -0.52 -0.08
O 1.70 2.89 0.30 -0.74
H 3.27 1.84 -1.49 0.21
H 2.57 0.18 -1.68 0.22
H 3.33 0.71 -0.17 0.19
H 0.78 2.16 -1.42 0.19
H 1.03 0.99 0.16 0.17
H 1.93 2.67 1.22 0.47
S -0.49 -1.79 0.56 -0.15
S -2.43 -1.03 -0.06 -0.13
H -0.80 -3.04 1.03 0.14
H -2.86 -0.65 1.21 0.14
```



(3)
The following is a quantum chemistry calculation of 2 unconnected molecules or ions with the total composition C3H10O3 at a distorted geometry, from the OMol25 dataset.

HOMO level: -10.268 eV
LUMO energy: 0.0332 hartree
SMILES: OCCCO.O
Energy relative to the best compared isomer or geometry (same formula, charge and spin): 34.6 kcal per mole
Orbital gap: 0.4106 Eh
Total charge: 0
E_tot: -9414.031 eV

Structure (XYZ):
```
16
Properties=species:S:1:pos:R:3:nbo_charge:R:1
O 0.94 2.41 -0.43 -0.73
C 0.83 1.01 -0.75 -0.07
C 1.70 0.21 0.20 -0.46
C 1.89 -1.32 0.08 -0.07
O 2.76 -1.90 1.08 -0.70
H 0.57 2.62 0.44 0.46
H 1.35 0.98 -1.69 0.19
H -0.26 0.76 -0.75 0.17
H 1.71 0.58 1.23 0.22
H 2.75 0.34 -0.12 0.19
H 2.24 -1.68 -0.91 0.16
H 0.92 -1.84 0.10 0.16
H 3.58 -1.78 0.61 0.46
O -6.76 -0.51 0.36 -0.92
H -6.93 0.26 0.92 0.46
H -7.29 -0.14 -0.36 0.46
```